{"formula": "C9H14", "method": "ωB97M-V/def2-TZVPD", "elements": ["C", "C", "C", "C", "C", "C", "C", "H", "H", "H", "H", "H", "H", "H", "H", "C", "C", "H", "H", "H", "H", "H", "H"], "coordinates": [[-2.2191, -0.4882, -0.0599], [1.7323, -1.8096, 0.7839], [0.6946, -2.3155, 1.5300], [1.5688, -0.6927, -0.1306], [-0.6270, -1.8376, 1.3810], [0.2452, -0.3459, -0.3249], [-0.8214, -0.8468, 0.3836], [2.7064, -2.2824, 0.8198], [0.6957, -3.0963, 2.1688], [2.3456, -0.2317, -0.7747], [-1.4294, -2.2400, 1.7819], [0.0477, 0.4349, -1.0777], [-2.9666, -0.0758, 0.7330], [-2.6184, -1.4285, -0.5653], [-2.2532, 0.4301, -0.8949], [-0.5605, 3.2056, -1.8725], [0.5766, 3.2706, -0.7567], [-1.3957, 3.8780, -1.7120], [-0.0695, 3.4869, -2.8874], [-1.0884, 2.2776, -1.9112], [0.1917, 3.7600, 0.1706], [0.9154, 2.2853, -0.4776], [1.3825, 3.9620, -0.9772]], "forces_ev_per_a": [[-1.75, 1.97, -1.58], [1.27, 1.46, -1.31], [-2.32, 2.37, -1.66], [-0.66, -2.24, 1.07], [4.62, 3.30, -4.03], [0.67, 1.81, -0.91], [-0.94, -0.77, 1.02], [0.05, 0.07, 0.31], [1.19, -2.60, 1.96], [-0.38, -0.64, 0.82], [-3.50, -2.00, 2.36], [-0.10, -0.50, 0.35], [1.46, -1.17, -1.07], [-0.02, 1.40, 0.63], [0.37, -2.59, 2.03], [2.08, 1.35, -0.72], [-2.00, 1.02, 0.41], [0.25, 0.69, 0.20], [-1.12, -0.79, 1.55], [0.28, -1.04, -0.22], [-0.14, -0.69, -0.47], [0.38, -0.10, -0.06], [0.31, -0.33, -0.67]], "charge": 0, "homo_lumo_gap_ev": 9.95, "lumo_energy_ev": 1.037, "smiles": "Cc1ccccc1.CC", "e_homo_ev": -8.91}